Molecular formula: C2H5N3OS
Method: DFT, ωB97M-V/def2-TZVPD

CARTESIAN COORDINATES (ANGSTROEM)
H -0.36443 -1.45463 -0.75248
N -2.12371 0.91511 0.49496
N 1.70747 -0.55409 0.00579
O 2.92503 0.01884 0.26182
S 0.81984 1.90397 -0.23361
H 1.61003 -1.41497 0.55625
H -2.50044 -0.95273 -0.41906
N -0.47151 -0.52844 -0.38098
H -3.13246 0.97235 0.51009
C -1.79724 -0.15463 -0.13122
H 2.69170 0.99418 0.30476
C 0.63571 0.25505 -0.21632

The calculation puts the HOMO energy at -8.813 eV. The relative energy (zero: lowest compared OMol25 entry of this formula, charge and spin) is 64.8 kcal per mole. The calculation puts the gap between HOMO and LUMO at 9.23 eV. Its SMILES is [H]/N=C/NC(=S)NO. The multiplicity is 1.

***

Molecular formula: C3H7N2O
Method: DFT, ωB97M-V/def2-TZVPD

CARTESIAN COORDINATES (ANGSTROEM)
C 0.28907 -1.10063 -1.27515
O -0.56326 0.05791 -1.04428
H -0.42131 -1.90718 -1.24483
H -1.09959 1.19306 1.77825
H 0.84329 -1.21382 -2.17781
C -1.07176 1.46165 0.72665
H 1.59946 -1.99748 -0.07747
N -0.02994 0.74748 0.02742
N 1.08947 -1.16162 -0.05223
H -1.96108 1.22751 0.21104
C 0.97973 -0.07558 0.68194
H -1.00993 2.56497 0.70121
H 1.35585 0.20373 1.74525

The calculation puts the HOMO energy at -13.969 eV. The relative energy (zero: lowest compared OMol25 entry of this formula, charge and spin) is 93.0 kcal per mole. The calculation puts the gap between HOMO and LUMO at 9.16 eV. Its SMILES is C[N+]1=CNCO1. Its net charge is +1. The multiplicity is 1.

***

Molecular formula: C5H7NO4
Method: DFT, ωB97M-V/def2-TZVPD

CARTESIAN COORDINATES (ANGSTROEM)
C -1.50747 0.67430 0.29763
O 0.95971 -0.52198 2.74197
H 0.32340 -2.59426 1.32857
C 0.76893 -0.06270 1.64610
N -0.48180 0.19874 -0.86166
H -0.09041 1.50774 -2.43515
O -1.08801 -0.70391 -1.74868
H 0.82304 1.80074 -0.93082
C -0.23525 -2.01721 0.60603
C -0.16941 -0.68266 0.65998
O -1.45446 1.80088 0.66072
H 1.26468 0.42830 -1.99540
H 1.89221 1.41978 1.94166
C 0.45016 1.04262 -1.61168
O 1.36863 1.06229 1.20762
H -0.83517 -2.54737 -0.11669
H -1.98876 -0.80530 -1.39021

The calculation puts the HOMO energy (spin up / spin down) at -8.100 / -8.103 eV. The relative energy (zero: lowest compared OMol25 entry of this formula, charge and spin) is 123.6 kcal per mole. The calculation puts the gap between HOMO and LUMO (spin up / spin down) at 7.64 / 7.64 eV. The multiplicity is 1.

***

Molecular formula: C28H51BBrF3NO11S4
Method: DFT, ωB97M-V/def2-TZVPD

CARTESIAN COORDINATES (ANGSTROEM)
H 3.48387 -1.49669 4.85099
H 3.71055 2.06731 7.10403
H 4.95970 -5.46089 -8.41193
O -1.75149 3.89629 1.01488
H 2.05280 -2.11106 -4.94268
O 1.04510 -0.51677 4.45964
Br -4.50965 1.88064 3.00751
C 4.09628 0.13281 6.16530
H 0.53381 1.18793 0.54898
C 4.40188 -7.45970 -7.77656
H 0.51306 -1.61447 -3.17864
C 2.44417 -2.28566 -3.93559
H 3.32391 -1.85969 6.59666
H -6.49914 -0.16805 2.27709
C -3.62285 5.38083 0.34347
O -1.74671 2.95008 -1.92284
H 1.54584 -4.24783 -3.83718
C 2.42885 -6.37133 -6.78016
C -0.85401 -0.60195 1.06705
C 2.82535 3.02866 0.62034
H -4.93524 2.77424 -0.33411
H 3.81400 -3.57939 -1.88263
O 3.56311 -3.98218 -6.74260
O 4.25415 -5.69886 -5.00543
O -5.12882 -0.71116 -0.28409
H 1.98065 1.76553 5.37594
F -6.64345 5.02310 -0.80173
F -7.49906 6.09357 1.15344
H 4.84530 -7.90837 -8.67026
C -3.75272 2.74068 -0.18238
H 5.97369 -6.09757 -7.07871
C 2.63253 4.46799 1.43680
S 1.66999 4.06709 2.99255
C 3.24322 1.08332 7.00400
C -0.56238 1.01879 0.96923
H -5.54305 -1.67140 3.07243
H 2.36097 -8.22295 -7.92263
H -4.86316 6.29011 2.13424
H -2.11727 -2.04865 -0.20893
H 3.91329 2.93587 0.19914
C -0.13304 4.55445 2.86644
H -4.14703 2.11711 -3.24325
C -3.24848 3.88994 0.91295
H 2.68260 -6.77766 -8.88603
C 1.90194 1.17141 6.29129
H -1.63987 1.24597 2.96541
H 1.59360 -5.73368 -7.08063
H 0.01644 -1.13600 0.45541
C -2.30035 -1.05258 0.37835
H 3.10761 0.66833 8.00989
H -3.52471 1.66131 0.23604
O 2.46209 -1.87341 -0.40421
H 3.70502 4.91156 1.71512
H 1.89538 -0.59903 -2.66601
C -4.75679 -1.04384 0.95447
H -2.72446 6.09715 0.66515
H 2.71250 2.17792 1.43854
B -1.13595 3.39326 2.27856
H 5.00929 -0.16271 6.69160
F -6.51306 3.92885 1.33071
C 1.56474 -1.61869 -2.87926
C 2.89367 -7.26686 -7.92735
O 0.83237 -1.14834 6.90876
H -2.56961 -0.21094 -0.38885
S 1.54258 -0.50941 5.82086
H 4.39903 0.63574 5.23884
S 1.71615 -2.61298 -1.40274
O -2.29486 3.48417 3.23578
H -3.70181 5.46643 -0.82090
H -6.85625 -1.91572 1.66264
H 1.10346 1.56100 6.92504
H -0.74981 -1.00429 2.18582
O 0.43088 -3.21655 -1.12006
H -4.14695 4.41660 3.12861
C -3.56280 3.60831 2.49811
H -1.29694 1.46623 0.17597
O -3.97564 3.01011 -2.82134
C 4.96980 -6.07440 -7.50608
C 2.77999 -3.85542 -2.10999
N -3.34961 -1.32374 1.43348
C -5.97981 -1.22175 2.07731
C 3.23427 -1.08360 5.83159
H 2.15142 -6.95904 -5.90078
C -0.74259 1.80298 2.40834
S 3.82862 -5.35024 -6.34466
H 2.54892 -4.83262 -1.68260
H -0.22452 5.54630 2.24053
H 2.03698 5.26824 0.80706
H -5.09892 7.11441 0.45573
C -3.05394 2.88568 -1.65844
H 3.45422 -1.85992 -3.89703
H 3.28386 -4.28727 -4.18216
C 2.50804 -3.77600 -3.60481
C -6.37040 5.23086 0.63916
H 4.60678 -8.12215 -6.92708
C -4.98430 6.04455 0.97320
H 0.21439 1.57277 3.04051
H 1.97344 2.90935 -0.17379
H -0.47974 4.84224 3.97158
H -3.18484 -0.72462 2.28452

The calculation puts the HOMO energy at -4.537 eV. The relative energy (zero: lowest compared OMol25 entry of this formula, charge and spin) is 224.9 kcal per mole. The calculation puts the gap between HOMO and LUMO at 5.93 eV. Its net charge is -1. The multiplicity is 1.

***

Molecular formula: C28H27N6O9
Method: DFT, ωB97M-V/def2-TZVPD

CARTESIAN COORDINATES (ANGSTROEM)
O 7.61737 0.96160 3.04339
C -0.14677 0.46434 0.24388
C 1.09043 -0.34053 -6.13283
O 3.45152 -0.30355 -2.27334
C -4.56837 -0.62800 5.52778
C 0.24268 1.50029 -4.22374
H -1.81158 2.14386 1.64773
C -5.51654 0.93993 4.00413
C 5.33703 0.96607 1.57109
C 3.15038 -2.56520 -2.34907
N -5.53939 2.28983 3.42469
H 2.07774 2.52832 -4.62812
C -4.57634 0.63978 4.97039
H 4.13287 0.97267 -0.19818
C 3.54015 -3.77700 -2.88760
C -6.43900 0.00696 3.57291
H 1.99957 1.10653 1.03984
C 2.93504 1.07365 1.57722
H -3.85681 1.37839 5.28937
H 0.76831 -3.58699 -0.20320
C 2.93411 1.10529 2.96435
H -5.48617 -2.56496 5.55135
H -2.66088 0.40495 -1.07420
H 6.27045 0.91166 1.03154
N -1.79025 0.18507 -3.83145
H -3.71308 2.42740 -0.72726
C 1.54470 -3.64044 -0.95319
C -6.42400 -1.25965 4.13280
N -0.13453 -0.38412 1.05309
O 4.66094 -1.41728 -3.66042
C 4.13556 1.00025 0.88272
C -3.35542 1.88435 0.13820
C 1.92965 -4.86717 -1.47601
C 1.45665 1.67728 -4.86831
H 1.85944 -1.52270 -0.98218
H -0.09103 2.21140 -3.48005
O 6.54455 1.00234 4.90124
H 1.42370 -1.05450 -6.87368
O -4.70429 3.07857 3.80720
C 5.31808 1.00486 2.95404
C 1.88224 0.75467 -5.81466
C 2.92423 -4.93488 -2.44359
H 3.22106 -5.89163 -2.85062
C -0.52449 0.39368 -4.54358
H 2.83667 0.88980 -6.30654
N 3.80923 -1.33106 -2.79705
H 1.45329 -5.77434 -1.12818
N 6.58750 0.98798 3.68732
O -0.43921 1.18794 -0.70488
H -2.79107 -0.05274 0.51760
H -1.29346 3.00840 -1.21324
C -0.88220 2.61100 -0.28606
H -4.12486 1.92550 0.91366
H -2.32532 3.58876 0.85265
C -2.06695 2.54685 0.66981
H -7.16168 0.25604 2.81102
H 4.12930 1.09370 4.74076
H -3.84063 -0.87630 6.28751
C -5.49258 -1.57607 5.11190
O -2.43755 -0.81144 -4.09333
H 1.99686 1.16012 3.49959
C 2.15789 -2.47819 -1.38985
H 4.31268 -3.82609 -3.63997
C -0.12362 -0.52531 -5.49418
N -3.19277 0.48913 -0.22846
H -0.73887 -1.38012 -5.73133
C 4.12983 1.06926 3.66161
H -7.14022 -2.00038 3.80570
O -2.07720 1.00969 -3.00045
O -6.39460 2.53254 2.60072

The calculation puts the HOMO energy at -2.535 eV. The calculation puts the gap between HOMO and LUMO at 3.99 eV. Its net charge is -1. The multiplicity is 1.

***

Molecular formula: C10H9CrN2O5Se
Method: DFT, ωB97M-V/def2-TZVPD

CARTESIAN COORDINATES (ANGSTROEM)
C 4.90958 2.68190 0.34016
H -0.01795 -1.29690 2.35312
C -0.61084 -3.05057 -0.07432
H -1.80803 -1.26560 2.50178
C 0.92278 1.81861 2.14699
C -1.44102 3.33442 1.04965
C 1.46447 0.68694 0.01337
Se -2.07297 0.70882 0.34491
O 1.40431 -0.43841 -0.48655
H -0.41705 -3.20830 -2.27785
C -1.47554 -0.98438 -0.15711
H -1.32540 -1.21458 -3.47423
H -0.38621 0.06127 -2.63771
O 1.56649 1.59176 3.10404
O 5.86490 3.30295 0.44221
O 1.16774 2.86293 -2.07897
O -2.30149 4.04799 1.36620
N -1.25477 -1.42218 -1.42145
H -2.17816 0.06903 -2.55747
C 0.71723 2.54823 -1.04066
H -0.92993 -2.82867 2.55407
C -0.71456 -2.69823 -1.38169
C -0.95250 -1.82837 2.10720
H -0.21252 -3.93073 0.39705
H 2.50651 1.05012 0.22427
Cr -0.04449 1.95616 0.56127
N -1.09253 -1.98610 0.67340
C -1.28806 -0.56812 -2.59167

The calculation puts the HOMO energy (spin up / spin down) at -12.040 / -12.371 eV. The relative energy (zero: lowest compared OMol25 entry of this formula, charge and spin) is 0.0 kcal per mole. The calculation puts the gap between HOMO and LUMO (spin up / spin down) at 8.55 / 6.55 eV. Its net charge is +1. The multiplicity is 5.

***

Molecular formula: C4H13N3O
Method: DFT, ωB97M-V/def2-TZVPD

CARTESIAN COORDINATES (ANGSTROEM)
H 0.75459 2.64488 0.24442
N -1.02554 -2.40923 -1.04309
N 1.81156 1.96172 2.00408
H 1.63393 0.08998 0.65822
C 0.68277 1.84189 0.98272
H -2.43478 -1.12258 -0.99258
H -0.76492 -0.72391 0.89148
H 1.21759 -1.96278 -0.27226
N 0.87660 0.59622 0.21459
H 0.56678 -1.14395 -1.76581
H 1.84732 2.79710 2.54878
C -0.28391 -0.31230 -0.01250
H -0.27199 1.99836 1.49072
O -2.52569 -0.14421 -0.99543
C -1.22779 0.31284 -1.01337
H -0.82336 -3.16104 -1.71266
H -1.28122 1.42104 -0.95608
C 0.30570 -1.56532 -0.79569
H 1.98966 1.16978 2.56193
H -0.33679 -2.37202 -0.06496
H -0.71051 0.08353 -1.97250

The calculation puts the HOMO energy at -8.977 eV. The relative energy (zero: lowest compared OMol25 entry of this formula, charge and spin) is 126.9 kcal per mole. The calculation puts the gap between HOMO and LUMO at 9.78 eV. The multiplicity is 1.